A cluster of 3 separate species, CH6O2 in total at a distorted geometry. Source: the OMol25 dataset; level of theory: ωB97M-V/def2-TZVPD.

Positions of all 9 atoms, in Å:
C -0.3454 0.7987 -1.3300
H 0.2574 0.1899 0.3726
H -0.2223 1.5247 -2.0351
H 0.0502 -0.2102 -1.7618
H -1.3100 0.4855 -1.0247
H 0.7254 -2.2968 1.9726
H -0.0205 -0.6403 2.3539
O 0.4515 1.0565 -0.1882
O 0.4138 -0.9081 1.6406

Calculated values
Kohn-Sham gap (eV): 8.26
LUMO level (eV): -1.02
DFT total energy (eV): -5225.4765
ΔE to the lowest compared entry with this formula, charge and spin (kJ/mol): 329.4
M (g mol⁻¹): 50.06

A structure of composition C16H25Br2NPSSbSe4Ti at a distorted geometry. Source: the OMol25 dataset; level of theory: ωB97M-V/def2-TZVPD.

Positions of all 52 atoms, in Å:
Ti 0.3199 -0.4580 -0.3799
Br 2.7331 0.6450 -0.0630
C 2.1359 2.4854 0.2715
Br 0.5048 2.8304 -0.6544
H 2.9166 3.1203 -0.1269
H 1.9870 2.5794 1.3459
S -3.5237 1.3606 -0.7812
C -2.2260 0.5922 -1.1081
N -1.2031 -0.0269 -1.3395
Se -0.4927 -1.0405 5.5105
Sb -0.9170 0.9436 4.1134
Se -3.2082 1.5621 4.0039
Se 0.9257 2.4588 4.2560
Se -0.2476 0.1339 1.6311
C -1.4075 -3.2643 -2.0687
C -0.3715 -4.0123 -1.2192
C -0.9922 -5.3315 -0.7496
C 0.8574 -4.2662 -2.0958
P 0.0479 -2.9105 0.2467
C -1.3626 -3.0859 1.3811
C -2.4736 -2.2615 1.1802
C -3.5314 -2.2626 2.0734
C -3.4938 -3.0870 3.1905
C -2.4171 -3.9400 3.3770
C -1.3584 -3.9415 2.4797
C 1.6360 -3.4606 1.0776
C 1.7611 -2.7346 2.4293
C 1.7728 -4.9727 1.2852
C 2.8057 -3.0081 0.1876
H -1.7362 -3.9265 -2.8722
H -0.9932 -2.3709 -2.5338
H -2.2912 -2.9794 -1.4971
H -1.2452 -5.9246 -1.6310
H -1.9083 -5.1644 -0.1837
H -0.3147 -5.9231 -0.1358
H 0.5270 -4.7315 -3.0262
H 1.5765 -4.9408 -1.6337
H 1.3732 -3.3398 -2.3668
H -2.5188 -1.6024 0.3220
H -4.3740 -1.6041 1.9079
H -4.2966 -3.0525 3.9148
H -2.3863 -4.6044 4.2301
H -0.5398 -4.6249 2.6535
H 0.8891 -2.8522 3.0708
H 1.9418 -1.6667 2.2998
H 2.6236 -3.1484 2.9568
H 1.0584 -5.3791 1.9990
H 2.7711 -5.1598 1.6888
H 1.6889 -5.5337 0.3571
H 2.6773 -1.9919 -0.1945
H 2.9685 -3.6620 -0.6663
H 3.7194 -3.0023 0.7851

Calculated values
Kohn-Sham gap (alpha / beta) (eV): 5.91 / 5.47
LUMO level (alpha / beta) (eV): -4.71 / -5.13
DFT total energy (eV): -469728.7586
Multiplicity: 2
ΔE to the lowest compared entry with this formula, charge and spin (kJ/mol): 52.9
M (g mol⁻¹): 939.70
Expectation value of S²: 0.76
Charge: +1

The molecule CHNOS at a distorted geometry. Source: the OMol25 dataset; level of theory: ωB97M-V/def2-TZVPD.

Positions of all 5 atoms, in Å:
C 0.5810 -1.9135 1.7078
N 0.1213 -2.5502 2.5040
O 0.0402 -0.5556 -0.3858
S 1.3898 -1.1090 0.4097
H -0.3318 0.1326 -0.0003

Calculated values
Kohn-Sham gap (eV): 9.94
SMILES: N#CSO
LUMO level (eV): -0.30
DFT total energy (eV): -15424.1505
ΔE to the lowest compared entry with this formula, charge and spin (kJ/mol): 8.8
M (g mol⁻¹): 75.09

The molecule C7H15NO at a distorted geometry. Source: the OMol25 dataset; level of theory: ωB97M-V/def2-TZVPD.

Positions of all 24 atoms, in Å:
C -0.5861 -0.6009 -0.0753
C 0.8680 0.0193 -0.4865
C -1.6906 0.1692 -0.8263
C -0.9773 -0.6804 1.4116
C 2.0431 -0.9551 -0.5069
C 0.4883 2.4352 0.3933
C 1.0593 1.0532 0.6108
N -0.6156 -1.9796 -0.6021
O 1.8189 0.8479 1.5734
H 0.8340 0.5237 -1.4597
H -1.4034 -2.5114 -0.2340
H -0.7067 -2.0190 -1.6153
H -1.8257 1.1810 -0.4363
H -2.6608 -0.3348 -0.7391
H -1.4694 0.2438 -1.8974
H -1.1606 0.3093 1.8440
H -1.9151 -1.2313 1.5524
H -0.2124 -1.1964 2.0008
H 2.0366 -1.6257 0.3578
H 2.9975 -0.4153 -0.4843
H 2.0181 -1.5657 -1.4163
H -0.3839 2.5586 1.0386
H 1.2486 3.1801 0.6430
H 0.1951 2.5944 -0.6462

Calculated values
Kohn-Sham gap (eV): 9.96
SMILES: CC(=O)[C@@H](C)C(C)(C)N
LUMO level (eV): 0.80
DFT total energy (eV): -11039.6402
ΔE to the lowest compared entry with this formula, charge and spin (kJ/mol): 99.8
M (g mol⁻¹): 129.20

The ion C4H11N2 with charge +1 at a distorted geometry. Source: the OMol25 dataset; level of theory: ωB97M-V/def2-TZVPD.

Positions of all 17 atoms, in Å:
C -1.4910 0.5753 -1.8255
C -0.4608 0.0357 -1.2976
C 0.6246 -1.4592 0.4909
C -0.0948 -0.2235 0.2456
N -0.9684 0.0229 1.2601
N 1.1555 1.0108 0.4283
H -1.5487 0.6188 -2.9156
H -2.1335 1.2610 -1.2737
H 0.2434 -0.5823 -1.8787
H 0.9449 -1.4705 1.4974
H 1.3904 -1.6172 -0.1749
H 0.1945 -2.3825 0.4425
H -0.4463 -0.3861 2.0797
H -1.5700 0.8200 1.3475
H 1.1235 1.9062 -0.2352
H 2.0162 0.5762 0.4048
H 1.0205 1.2943 1.4043

Calculated values
Kohn-Sham gap (eV): 11.51
SMILES: C=C[C@](C)(N)[NH3+]
LUMO level (eV): -3.30
DFT total energy (eV): -7298.0792
ΔE to the lowest compared entry with this formula, charge and spin (kJ/mol): 276.8
M (g mol⁻¹): 87.15
Charge: +1

The molecule C4H8S at a distorted geometry. Source: the OMol25 dataset; level of theory: ωB97M-V/def2-TZVPD.

Positions of all 13 atoms, in Å:
C 2.1686 0.5827 -0.2082
C -0.3806 0.2875 0.7122
C -1.5958 0.6321 -0.2058
C -2.5857 -0.2371 -0.1990
H 1.7287 1.4943 -0.1072
H 2.9006 0.3111 -1.0516
H 2.8708 0.5068 0.6498
H -0.6302 -0.0856 1.6937
H 0.2158 1.1452 0.8607
H -1.4868 1.4403 -0.8673
H -3.4427 -0.0502 -0.8212
H -2.5981 -1.0229 0.4841
S 0.9252 -0.7081 -0.0898

Calculated values
Kohn-Sham gap (eV): 9.47
SMILES: C=CCSC
LUMO level (eV): 1.07
DFT total energy (eV): -15111.2957
ΔE to the lowest compared entry with this formula, charge and spin (kJ/mol): 105.2
M (g mol⁻¹): 88.18